ORCA calculation (ωB97M-V/def2-TZVPD) on a molecular structure, C18H29ClNO2P2Rh.

As for the net charge: +2. Its frontier orbital gap (alpha / beta) is 0.280 / 0.216 Ha. The spin multiplicity is 5. The calculation puts the energy relative to the best compared isomer or geometry (same formula, charge and spin) at 314.0 kJ/mol.

Each line ends with the Mulliken charge.
CARTESIAN COORDINATES (ANGSTROEM)
Rh 0.37 0.08 0.23  -0.928
P 0.22 1.00 -1.87  1.385
C 1.79 0.28 -2.54  -1.441
C 2.36 -0.77 -1.81  0.973
N 1.99 -0.93 -0.49  0.054
C 2.61 -1.68 0.40  0.759
C 3.82 -2.24 -0.03  -0.822
C 4.21 -2.20 -1.38  -0.420
C 3.36 -1.60 -2.30  -0.836
C 2.13 -1.84 1.82  -1.137
P 0.26 -1.59 1.82  1.084
H 3.52 -1.75 -3.38  0.457
H 4.46 -2.71 0.72  0.472
H 5.14 -2.73 -1.71  0.415
H 2.37 -2.85 2.20  0.597
H 2.59 -1.09 2.49  0.400
H -0.62 -3.25 -3.28  0.253
H 2.00 0.26 -3.62  0.372
H -3.36 -3.00 -0.32  0.318
O -0.80 -4.00 -3.92  -0.586
H -1.58 -3.58 -4.29  0.338
H -0.95 0.52 0.57  0.352
O -4.19 -2.40 -0.10  -0.606
H -3.76 -1.50 -0.33  0.300
C -0.27 -3.28 1.38  -1.185
H 0.36 -4.06 1.84  0.385
H -1.31 -3.35 1.71  0.413
H -0.23 -3.36 0.28  0.323
C -0.24 -1.36 3.55  -0.988
H -1.33 -1.49 3.51  0.397
H 0.20 -2.11 4.24  0.422
H 0.00 -0.34 3.87  0.109
C 1.02 2.62 -2.06  -1.525
H 0.83 2.86 -3.12  0.461
H 0.72 3.44 -1.41  0.425
H 2.09 2.42 -1.91  0.488
C -1.45 1.12 -2.67  -1.044
H -2.13 1.71 -2.04  0.345
H -1.35 1.64 -3.63  0.448
H -1.91 0.12 -2.75  0.321
Cl 0.71 2.18 4.39  -0.123
C -0.45 2.79 3.28  0.360
C -1.52 3.51 3.79  -0.586
C -2.54 3.96 2.95  -0.447
C -2.48 3.69 1.58  -0.801
C -1.42 2.96 1.06  0.407
C -0.39 2.51 1.89  0.902
C 0.81 1.88 1.31  -1.536
H -1.55 3.68 4.86  0.464
H -3.35 4.55 3.36  0.424
H -3.29 4.01 0.93  0.445
H -1.42 2.70 -0.01  0.021
H 1.31 2.40 0.48  0.356
H 1.54 1.53 2.05  0.564

ORCA calculation (ωB97M-V/def2-TZVPD) on a molecular structure, C20H40BrN5PS2.

As for the net charge: +1. Its frontier orbital gap is 0.221 Ha.

Each line ends with the natural charge from an NBO analysis.
CARTESIAN COORDINATES (ANGSTROEM)
C -5.01 -4.42 0.96  -0.936
P -3.36 -5.36 0.95  0.808
C -3.21 -5.98 -0.81  -0.958
C -2.08 -4.02 1.35  -0.555
C -2.02 -2.95 0.18  -0.268
N -0.78 -2.14 0.18  -0.370
C -0.88 -0.80 -0.49  -0.242
C -1.55 -0.82 -1.92  -0.456
C -2.77 0.17 -2.09  -0.537
S -3.97 0.16 -0.69  0.192
C -3.92 1.83 0.10  -0.138
S -5.07 2.94 -0.16  0.287
N -2.79 2.04 0.99  -0.462
C -1.51 2.45 0.58  -0.140
C -0.74 2.47 1.79  -0.087
N -1.53 2.10 2.90  -0.432
C -2.75 1.86 2.37  0.165
C 0.34 -2.99 -0.30  -0.239
C 0.43 -4.40 0.43  -0.489
C -0.60 -4.61 1.61  0.137
N -0.03 -4.09 2.88  -0.826
Br -0.80 -6.59 1.86  0.044
H -4.91 -3.43 0.44  0.199
H -5.36 -4.21 2.00  0.250
H -5.80 -5.00 0.42  0.257
H -3.16 -5.16 -1.58  0.204
H -2.35 -6.68 -0.96  0.258
H -4.14 -6.57 -1.02  0.266
H -2.49 -3.47 2.25  0.246
H -2.97 -2.35 0.13  0.263
H -2.00 -3.55 -0.78  0.222
H -0.57 -1.94 1.18  0.433
H -1.37 -0.10 0.24  0.264
H 0.17 -0.42 -0.60  0.238
H -1.84 -1.83 -2.29  0.231
H -0.76 -0.45 -2.64  0.246
H -3.34 -0.19 -2.99  0.255
H -2.44 1.21 -2.37  0.248
H -1.21 2.66 -0.47  0.240
H 0.34 2.73 1.79  0.228
H -3.57 1.52 3.03  0.229
H 1.29 -2.45 -0.03  0.231
H 0.37 -3.08 -1.42  0.249
H 0.36 -5.26 -0.29  0.266
H 1.45 -4.48 0.88  0.254
H 0.71 -3.41 2.67  0.355
H -0.73 -3.57 3.41  0.372
C 2.41 2.32 -0.60  -0.617
C 3.83 2.85 -0.46  -0.213
N 4.15 3.93 -1.39  -0.452
C 5.57 4.26 -1.41  -0.210
C 6.19 4.84 -0.14  -0.636
C 3.24 5.07 -1.37  -0.217
C 3.07 5.82 -0.05  -0.640
H 2.22 1.96 -1.62  0.206
H 2.27 1.47 0.08  0.196
H 1.66 3.07 -0.34  0.199
H 4.51 2.02 -0.65  0.198
H 3.99 3.15 0.58  0.163
H 5.76 4.95 -2.24  0.199
H 6.12 3.35 -1.67  0.190
H 5.92 5.88 0.01  0.204
H 7.28 4.80 -0.21  0.219
H 5.91 4.28 0.76  0.202
H 2.25 4.73 -1.69  0.182
H 3.54 5.78 -2.14  0.205
H 2.99 5.16 0.81  0.199
H 2.16 6.43 -0.08  0.214
H 3.89 6.52 0.13  0.211

ORCA calculation (ωB97M-V/def2-TZVPD) on a molecular structure, C24H43ClHfP2.

As for the net charge: +2. Its frontier orbital gap (alpha / beta) is 0.076 / 0.076 Ha. The calculation puts the energy relative to the best compared isomer or geometry (same formula, charge and spin) at 61.7 kJ/mol.

Each line ends with the Mulliken charge.
CARTESIAN COORDINATES (ANGSTROEM)
Hf -0.26 -0.62 0.19  0.308
C 0.66 -0.06 2.33  0.400
C 1.67 0.43 1.43  0.763
C -0.04 1.97 1.43  0.240
C -0.41 0.92 2.32  0.371
C 1.26 1.71 0.94  1.151
C 0.80 -1.26 3.21  -1.464
H 1.58 -1.96 2.85  0.327
H -0.14 -1.82 3.30  0.403
H 1.10 -0.93 4.21  0.393
C -1.57 1.02 3.27  -1.329
H -1.83 0.04 3.69  0.372
H -2.46 1.42 2.75  0.377
H -1.36 1.70 4.10  0.341
C -0.88 3.16 1.13  -1.927
H -0.87 3.88 1.96  0.351
H -1.94 2.88 0.98  0.384
H -0.54 3.69 0.24  0.393
C 2.10 2.68 0.18  -1.659
H 2.61 3.37 0.87  0.359
H 1.48 3.28 -0.50  0.439
H 2.89 2.19 -0.41  0.416
C 3.05 -0.13 1.33  -1.494
H 3.72 0.34 2.08  0.386
H 3.50 0.04 0.34  0.308
H 3.07 -1.22 1.52  0.312
C -0.93 -2.60 -1.31  -0.607
C 0.17 -2.77 -0.44  -0.215
C 1.61 -2.81 -0.96  -0.851
C 1.95 -1.64 -1.89  -0.969
C 1.31 -0.33 -1.46  0.279
C 0.03 0.12 -1.90  -0.562
C -0.69 -0.62 -3.03  -1.065
C -1.00 -2.11 -2.74  -0.488
H 1.82 -3.76 -1.49  0.515
H 1.71 -1.90 -2.93  0.282
H 2.28 -2.82 -0.09  0.298
H -0.41 -2.75 -3.41  0.239
H -1.86 -3.13 -1.06  0.492
H 0.05 -3.48 0.40  0.614
H -2.05 -2.27 -3.07  0.557
H -1.63 -0.09 -3.23  0.453
H -0.11 1.22 -1.93  0.829
H -0.09 -0.57 -3.95  0.228
H 3.05 -1.49 -1.84  0.477
H 2.06 0.45 -1.28  0.645
P -1.20 -0.69 -7.27  0.499
P -0.86 1.92 -8.69  0.196
C -1.21 -0.82 -9.14  -0.811
C -1.58 0.54 -9.74  -0.984
H -1.93 -1.59 -9.43  0.447
H -0.21 -1.14 -9.47  0.430
H -1.21 0.66 -10.76  0.514
H -2.67 0.69 -9.74  0.418
C -1.66 3.29 -9.63  -1.116
H -1.21 4.23 -9.30  0.384
H -2.73 3.29 -9.41  0.350
H -1.49 3.14 -10.70  0.340
C 0.77 2.03 -9.53  -1.128
H 0.64 2.04 -10.61  0.358
H 1.42 1.20 -9.23  0.287
H 1.24 2.97 -9.21  0.388
C -2.65 -1.76 -6.93  -1.089
H -2.69 -1.97 -5.85  0.161
H -2.56 -2.70 -7.49  0.384
H -3.57 -1.24 -7.23  0.349
C 0.14 -1.90 -6.95  -0.947
H 1.10 -1.46 -7.24  0.301
H -0.04 -2.82 -7.52  0.450
H 0.16 -2.13 -5.87  0.071
Cl -2.39 -1.15 1.00  -0.322

ORCA calculation (ωB97M-V/def2-TZVPD) on a single C3H7NO3 molecule.

Its frontier orbital gap is 0.254 Ha. The calculation puts the energy relative to the best compared isomer or geometry (same formula, charge and spin) at 364.2 kJ/mol.

Each line ends with the natural charge from an NBO analysis.
CARTESIAN COORDINATES (ANGSTROEM)
C 1.12 -0.29 1.23  0.380
C -1.36 -0.15 -1.53  -0.420
C 0.28 0.32 0.33  0.310
O 1.26 0.22 2.51  -0.690
O 2.22 -1.01 0.80  -0.683
O -0.32 1.50 0.67  -0.688
N -0.19 -0.41 -0.71  -0.646
H 0.86 1.11 2.50  0.491
H 2.04 -1.38 -0.08  0.477
H -0.96 1.72 -0.03  0.483
H 0.02 -1.40 -0.43  0.390
H -2.27 -0.19 -0.94  0.180
H -1.42 -0.89 -2.33  0.224
H -1.28 0.84 -2.00  0.193